Formula: C4H11CuO3
Source: OMol25
Level of theory: ωB97M-V/def2-TZVPD

ORCA input file:
```
! wB97M-V def2-TZVPD RIJCOSX def2/J DEFGRID3
* xyz 0 3
H -1.06 -0.19 -1.78
O 1.76 0.31 0.03
H -0.32 1.49 0.12
Cu -1.17 -0.66 2.12
H 1.21 -0.05 1.76
C -0.54 -0.44 -0.85
C 0.30 0.74 -0.41
O -1.53 -0.76 0.13
C 2.64 1.40 0.18
H -3.19 -1.88 0.48
C -2.51 -1.66 -0.35
O 0.29 0.40 2.12
H 2.76 1.96 -0.77
H 3.61 1.01 0.50
H 0.10 -1.31 -1.02
H -2.04 -2.60 -0.69
H 2.27 2.09 0.95
H 0.48 1.34 -1.32
H -3.05 -1.20 -1.19
*
```

## Properties
Highest occupied orbital energy (spin up / spin down), eV: -5.82 / -9.31
Expectation value of S²: 2.004
Orbital gap (spin up / spin down), eV: 6.59 / 8.54

Formula: C17H29MnOSe2Te2
Source: OMol25
Level of theory: ωB97M-V/def2-TZVPD

ORCA input file:
```
! wB97M-V def2-TZVPD RIJCOSX def2/J DEFGRID3
* xyz -2 5
H -3.16 0.46 0.17
H -1.22 0.87 3.37
C 0.95 0.83 -3.69
Te -3.50 -4.39 -1.82
C 2.93 -0.29 -2.68
H -2.08 2.39 3.19
C -2.92 0.66 1.22
H -1.05 3.47 0.62
Se -3.34 -1.83 -1.84
Te -0.99 -5.05 -2.75
H 0.14 1.56 -3.56
C 1.16 -0.69 3.16
C 2.55 2.14 -2.30
C 1.21 -2.62 1.65
H 0.70 0.25 3.47
H -0.83 -2.66 3.21
C -1.29 1.77 2.76
H -1.55 -1.08 2.96
H 1.19 -1.35 4.03
H 2.18 -0.47 2.86
H 3.20 2.14 -1.42
H 1.52 1.10 -4.59
O -2.36 0.49 -1.92
C 1.05 0.50 -1.20
H 1.82 2.94 -2.17
H -2.72 3.31 1.18
C -1.61 1.46 1.30
C 0.03 1.31 -0.67
C -0.44 0.78 0.56
H 3.49 -0.07 -3.59
Se 0.31 -3.00 -2.03
H 3.16 2.38 -3.18
Mn -1.10 -0.62 -1.60
C 1.86 0.78 -2.46
H -0.34 2.31 2.85
H -2.87 -0.29 1.74
H -0.35 2.20 -1.16
H 0.76 -3.16 0.81
C -0.96 -1.86 2.48
C -1.92 2.81 0.62
H 2.47 -1.27 -2.79
H 1.91 -1.38 -0.40
C 0.40 -1.36 2.00
C 1.22 -0.56 -0.28
H 3.62 -0.32 -1.84
H 2.24 -2.38 1.38
H -2.26 2.64 -0.40
H -1.55 -2.25 1.64
H 1.24 -3.28 2.52
C 0.32 -0.41 0.80
H -3.73 1.24 1.66
H 0.49 -0.15 -3.87
*
```

## Properties
Highest occupied orbital energy (spin up / spin down), eV: -0.36 / -0.37
Expectation value of S²: 6.169
Orbital gap (spin up / spin down), eV: 4.77 / 4.78
Energy relative to the best compared isomer or geometry (same formula, charge and spin), kcal per mole: 3.0

Formula: C6H16N
Source: OMol25
Level of theory: ωB97M-V/def2-TZVPD

ORCA input file:
```
! wB97M-V def2-TZVPD RIJCOSX def2/J DEFGRID3
* xyz 1 1
H -2.71 0.52 -1.54
H -3.44 -1.01 -1.88
H -1.19 0.79 1.03
H 0.42 -1.91 -0.75
H 2.96 3.23 0.11
C 1.70 -1.05 1.39
H -0.45 -1.39 1.58
C -2.47 -0.52 -1.76
H -1.63 -2.39 -1.26
H 2.41 -0.84 0.59
C 0.25 -0.77 1.01
H 1.70 4.22 0.29
H 0.27 1.18 0.00
C -0.15 -0.99 -0.61
H -2.16 -1.47 0.18
C -0.30 0.43 0.52
N 2.07 3.32 0.59
C -1.66 -1.41 -0.79
H 1.77 -2.10 1.65
H 2.31 3.49 1.56
H -1.89 -0.46 -2.68
H 0.21 -0.44 -1.48
H 2.02 -0.45 2.25
*
```

## Properties
Highest occupied orbital energy, eV: -13.68
Orbital gap, eV: 9.02
Energy relative to the best compared isomer or geometry (same formula, charge and spin), kcal per mole: 71.0

Formula: C34H66Cl25NO2
Source: OMol25
Level of theory: ωB97M-V/def2-TZVPD

ORCA input file:
```
! wB97M-V def2-TZVPD RIJCOSX def2/J DEFGRID3
* xyz 0 1
H 8.50 0.92 -3.14
H -6.51 2.86 10.23
Cl -3.17 -5.35 -3.50
Cl 2.08 5.83 2.69
H -4.55 3.67 8.02
C 0.55 2.94 -1.38
C 1.92 2.23 -1.74
C -5.49 0.65 -2.26
C -7.37 1.68 3.99
N 0.64 4.33 -0.93
C 2.15 6.76 4.21
Cl 6.20 1.35 -3.32
H -3.05 0.56 0.23
Cl 2.36 6.37 -3.38
Cl 1.98 -5.22 2.69
H 2.73 2.99 0.68
H 4.02 2.45 -1.87
H 2.86 -2.74 2.66
H 0.97 -5.08 -3.26
C -0.17 -4.39 1.21
H -6.20 0.30 2.81
Cl -5.66 -0.06 -0.64
H -6.23 3.20 7.74
Cl 0.55 -1.60 -4.39
H 7.90 1.45 4.25
C 3.83 -2.47 0.73
H -0.05 2.96 -2.29
Cl -4.90 2.26 2.99
H 4.43 -1.08 -1.60
H 6.37 1.72 2.38
C 3.52 6.74 4.83
H -5.79 -6.43 -2.92
H -1.56 -0.32 0.62
C -4.73 -5.21 -4.36
H 2.20 -1.41 1.72
H -1.14 -4.66 0.79
Cl 2.51 -4.34 -4.86
H -5.35 1.76 9.49
C 6.61 0.71 2.71
H 5.80 0.36 3.34
C -8.36 -9.34 -0.97
H 4.00 5.34 -5.52
H 1.79 -3.61 -2.74
H 1.86 7.78 3.97
Cl -1.87 1.28 -2.18
H 4.08 -0.18 -0.13
H -8.99 -9.01 -0.15
H -7.52 2.75 4.10
C 3.49 3.35 0.00
H 4.29 7.04 4.11
C -6.43 1.37 2.85
Cl 6.66 -0.32 1.25
H 1.16 4.92 -1.56
H 8.76 0.96 2.79
Cl 8.28 -0.86 4.21
C -2.01 0.68 0.55
H 0.31 -6.44 1.59
H -0.31 -3.71 -4.97
H 1.73 -0.79 -1.82
C 2.96 5.30 -5.83
H -0.66 -3.28 -3.30
Cl 0.34 2.28 1.36
H -6.65 -6.14 -4.43
H -0.33 -5.59 3.00
H 7.51 -0.85 -4.66
H 3.17 3.96 -2.11
H 1.00 5.22 -4.92
H 8.55 -1.49 -3.38
C -5.54 3.63 8.47
Cl -0.42 -2.85 2.08
O 2.03 1.04 -0.98
Cl 6.31 -2.04 -3.02
C 0.11 -3.29 -4.07
H -5.55 1.73 -2.14
H -4.50 0.40 -2.63
C 2.55 -0.07 -1.70
H 0.52 -4.21 0.40
C -5.67 -6.33 -4.00
Cl -6.75 -9.73 -0.31
H -9.27 -8.20 -2.53
H 2.83 4.46 -6.50
H -8.34 1.22 3.80
Cl -6.38 -1.54 -3.62
C 2.05 5.15 -4.64
C -6.57 0.19 -3.21
H -6.88 1.65 1.91
C -0.20 2.18 -0.31
O 3.08 -2.03 -0.41
H -5.16 -4.26 -4.07
C 7.62 -0.97 -3.58
H 0.95 4.41 0.03
Cl 5.17 3.51 2.10
H -6.50 0.74 -4.15
C 7.93 0.71 3.45
C 7.61 0.36 -2.87
Cl -7.83 -6.70 -1.44
C -1.25 1.46 -0.53
H 3.75 -1.20 2.52
H 1.40 6.34 4.88
Cl -5.13 -7.91 -4.64
C 3.19 3.06 -1.48
H -2.03 1.21 1.49
H -7.56 0.33 -2.80
H 5.65 3.13 -0.18
H 2.21 4.17 -4.18
H 7.60 0.23 -1.79
Cl -6.08 5.31 8.76
Cl 3.97 5.13 5.45
Cl -6.79 1.04 5.55
H -7.57 -8.59 -2.83
H 1.89 2.04 -2.82
H 2.99 0.18 -2.66
H 4.85 -2.07 0.64
C -8.29 -8.31 -2.07
H 4.83 1.72 0.62
H 3.53 4.44 0.12
Cl 2.60 6.78 -6.76
H -8.77 -10.27 -1.37
Cl -4.30 3.32 10.89
C 3.62 -0.82 -0.90
H -4.52 -5.19 -5.43
H 3.55 7.42 5.67
C 1.30 -4.09 -3.58
C 4.84 2.79 0.46
C -5.55 2.81 9.73
C 0.31 -5.49 2.12
H 3.86 -3.56 0.77
C 3.12 -1.92 1.99
*
```

## Properties
Highest occupied orbital energy, eV: -8.79
Orbital gap, eV: 9.08

Formula: C38H36CaClN2O7P2
Source: OMol25
Level of theory: ωB97M-V/def2-TZVPD

ORCA input file:
```
! wB97M-V def2-TZVPD RIJCOSX def2/J DEFGRID3
* xyz -1 1
C -3.04 -0.74 -6.82
N 0.98 2.16 1.07
C 2.61 -1.76 3.96
H 3.31 -4.70 -1.62
C -3.34 -3.62 -2.00
H -1.20 1.89 -2.16
C 0.13 3.08 0.31
H 1.74 -3.05 -0.67
C 1.45 -3.64 -1.54
H -0.73 4.18 -2.68
C 2.34 -4.56 -2.08
C -0.18 1.06 -3.87
H -0.62 -3.26 5.44
H -3.32 -0.99 -1.53
C -3.38 -5.07 0.37
C -2.57 -0.39 -2.05
H 1.90 1.90 2.90
C 1.21 2.61 2.43
H -1.61 -3.97 0.89
H 0.46 -5.65 -4.68
P -0.92 -2.27 -1.30
C 1.48 -3.03 5.65
N -1.52 -1.28 -2.58
O 1.40 -0.83 2.17
Cl 1.57 -3.96 7.13
H 0.24 3.05 4.27
C 0.74 -5.09 -3.79
C -2.55 -1.75 -7.64
H 1.69 3.61 2.44
C -2.34 -3.41 -1.05
H 2.82 1.19 1.00
Ca -0.23 0.03 0.86
H -5.12 -4.69 -2.51
C 0.21 -3.45 -2.12
C -0.15 -4.18 -3.25
H -3.39 -5.63 1.30
H 3.52 -1.34 3.53
C -0.05 2.69 3.28
C 0.29 -2.84 5.02
O -1.77 1.67 0.81
H -3.30 -3.07 -2.93
C -1.39 -2.42 -7.30
C -1.11 -2.00 3.27
H -3.94 -0.20 -7.09
H -5.16 -5.98 -0.39
O 2.87 0.97 -1.79
P -0.28 -0.77 -3.70
C 2.66 -2.48 5.11
C -4.35 -4.54 -1.76
H 0.39 3.01 -0.75
C -2.36 -0.42 -5.65
O 0.80 0.49 -1.08
H 2.67 -6.00 -3.63
H -0.75 3.42 2.86
H -2.19 0.34 -1.33
H 0.59 4.78 -4.71
C 0.58 1.41 -4.99
H 0.18 -2.63 -5.85
C -4.37 -5.27 -0.58
C -1.20 -1.10 -5.28
C -0.37 3.41 -3.36
C 1.97 1.02 -0.96
C 1.39 -1.51 3.25
H -1.30 1.32 2.73
C -0.72 -2.09 -6.12
C 0.85 2.73 -5.30
H -3.08 -2.00 -8.56
C 2.21 1.82 0.35
H -2.73 0.39 -5.03
H -1.00 -3.20 -7.94
O -0.70 1.44 3.48
H -3.07 0.13 -2.85
H -1.88 -2.56 3.84
O -2.15 3.73 0.02
C -2.37 -4.14 0.14
H 0.28 4.12 0.61
C 1.98 -5.29 -3.20
C -1.40 2.82 0.38
H 0.99 0.63 -5.63
H 2.79 2.71 0.07
C 0.37 3.75 -4.48
C 0.21 -2.09 3.83
C -0.64 2.08 -3.06
O -1.48 -1.41 2.25
H -1.12 -4.02 -3.71
H 3.60 -2.65 5.62
H 1.45 2.97 -6.17
*
```

## Properties
Highest occupied orbital energy, eV: -5.60
Orbital gap, eV: 7.96
Energy relative to the best compared isomer or geometry (same formula, charge and spin), kcal per mole: 11.0

Formula: C4H14N2O2
Source: OMol25
Level of theory: ωB97M-V/def2-TZVPD

ORCA input file:
```
! wB97M-V def2-TZVPD RIJCOSX def2/J DEFGRID3
* xyz 0 1
N 1.29 -2.29 -1.03
H 2.41 0.20 1.86
H -0.90 -1.27 -0.73
H -1.47 -0.48 0.87
O -0.84 1.64 2.10
H -0.91 1.73 -0.03
C -0.77 -0.50 0.03
H -2.93 0.68 -1.06
H -2.23 1.63 -2.19
N 0.52 -0.79 0.72
H 2.39 1.50 1.08
C -1.99 0.72 -1.62
O 2.98 0.81 1.37
C -0.78 0.86 -0.70
H 0.47 -2.76 -1.36
H -0.01 1.18 2.28
H -1.34 1.59 2.91
H 2.38 -1.64 0.51
H 0.19 1.07 -1.16
H -1.90 -0.11 -2.32
H 2.08 -2.23 -1.66
C 1.36 -1.53 0.14
*
```

## Properties
Highest occupied orbital energy, eV: -9.19
Orbital gap, eV: 9.99
Energy relative to the best compared isomer or geometry (same formula, charge and spin), kcal per mole: 29.9

Formula: C2H10N2O
Source: OMol25
Level of theory: ωB97M-V/def2-TZVPD

ORCA input file:
```
! wB97M-V def2-TZVPD RIJCOSX def2/J DEFGRID3
* xyz 0 1
O 2.25 0.10 0.85
H -1.22 -1.53 1.82
H -1.48 1.21 -0.52
C -0.85 -0.59 0.16
C -0.46 0.74 -0.44
H 0.14 1.32 0.31
H -2.45 -0.56 1.37
H 2.46 0.24 -0.12
H -1.28 -1.22 -0.61
N -1.42 -0.58 1.54
H -0.11 0.08 -2.43
H 0.06 -1.16 0.34
H 0.87 1.36 -1.96
H 3.13 0.02 1.34
N 0.36 0.57 -1.64
*
```

## Properties
Highest occupied orbital energy, eV: -9.08
Orbital gap, eV: 10.02
Energy relative to the best compared isomer or geometry (same formula, charge and spin), kcal per mole: 20.8

Formula: C30H19CrF3O8Pd2
Source: OMol25
Level of theory: ωB97M-V/def2-TZVPD

ORCA input file:
```
! wB97M-V def2-TZVPD RIJCOSX def2/J DEFGRID3
* xyz 3 10
O -0.35 0.82 -0.57
H 2.77 -4.10 -3.39
C 1.09 3.46 -5.67
C 0.36 2.04 2.88
H -3.85 2.09 7.29
Pd 5.29 3.93 0.13
C -1.75 -5.13 1.28
Pd -3.42 -0.01 2.10
C 1.56 2.57 2.54
F -1.52 1.28 -3.33
O 2.27 2.99 3.56
C -0.43 1.42 1.84
C -2.23 -3.93 1.70
H -1.83 1.70 8.94
C -2.90 1.63 7.06
H 0.39 2.50 -7.37
C 0.28 2.80 -3.52
H 0.13 0.49 8.18
C 3.67 -2.20 -3.88
H -3.81 1.12 5.30
C 1.11 3.61 -4.31
H 4.65 -2.63 -4.05
C -1.21 -4.35 -1.09
C 0.30 1.28 0.38
H 2.05 0.73 -3.54
C -0.68 1.80 -5.54
F -0.12 -0.76 -3.06
C -1.82 1.48 7.88
C -0.68 0.78 7.52
C -1.20 -5.31 -0.15
O -1.59 1.03 2.00
O -2.19 -1.58 1.09
H 1.72 1.99 -0.95
H 1.81 4.33 -3.91
H -0.76 -4.46 -2.06
C -0.71 0.12 6.24
Cr -1.60 -0.15 -1.78
C 2.62 -3.03 -3.50
C 3.42 -0.86 -3.94
C 0.28 2.51 -6.30
O -0.72 -6.45 -0.54
C 1.43 1.95 0.09
C 1.09 -1.18 -3.27
H 4.20 -0.20 -4.29
C 1.37 -2.56 -3.19
O 3.19 3.08 0.70
H 1.88 3.97 -6.21
H -2.75 -3.74 2.62
C -1.73 -3.06 -0.74
C 2.15 -0.34 -3.64
F -1.93 -0.45 4.27
H 0.56 -3.19 -2.88
H -1.23 0.98 -5.98
H 0.27 2.77 -2.44
C 2.10 2.56 1.09
O -1.78 -2.16 -1.62
H -0.03 1.96 3.89
C -1.90 0.17 5.48
O -1.74 -6.05 2.22
C -0.69 2.03 -4.16
H 0.21 -0.35 5.90
C -2.93 0.98 5.90
C -2.11 -2.76 0.80
*
```

## Properties
Highest occupied orbital energy (spin up / spin down), eV: -15.34 / -15.34
Expectation value of S²: 24.912
Orbital gap (spin up / spin down), eV: 4.79 / 3.92

Energy in eV, matching the order above: -55102.816, -196748.193, -7962.355, -354975.933, -106849.978, -11449.394, -7263.022, -91292.421